Record 1
76
Properties=species:S:1:pos:R:3:forces:R:3 method="wB97M-V/def2-TZVPD" spin_multiplicity=1 lumo_energy_ev=-0.26 max_force_ev_per_a=2.15 smiles="C#Cc1c(CC=C)c(OCCCC)c(CON=O)c2c1N(C(F)(F)F)c1c(cc(CC(=O)F)c(CNC)c1COCC)S2" orbital_gap_ev=8.3 e_tot_ev=-68050.8115
C -0.67835 3.52168 -0.35345 -0.20 -0.88 -0.07
C -0.25753 2.55936 0.24762 -0.10 0.07 0.57
C 0.13491 1.41805 1.10075 -0.11 0.48 -0.61
C 1.32719 1.44324 1.88360 -0.32 -0.16 0.05
C 2.28982 2.64742 1.83524 1.57 -0.48 -0.49
C 2.76882 2.93498 0.39007 -0.43 0.59 -0.05
C 2.61004 4.13509 -0.18832 0.22 -0.27 0.24
C 1.60241 0.32038 2.70851 -0.62 -0.53 -0.18
O 2.72498 0.24080 3.49139 -0.67 0.89 -0.39
C 2.76014 1.22404 4.55247 0.65 -0.29 0.80
C 4.22873 1.77116 4.66558 -0.15 -0.33 -0.17
C 5.24983 0.93462 3.83384 0.97 0.68 -0.16
C 6.71703 1.51380 3.99266 -0.61 -0.14 -0.32
C 0.74450 -0.81780 2.74025 -0.58 0.55 -0.12
C 1.02925 -2.05943 3.58075 0.85 -0.42 -0.52
O 1.52713 -1.75976 4.89913 -0.90 0.66 -0.28
N 2.47294 -2.73870 5.27132 0.35 -0.82 0.11
O 1.97643 -3.61536 5.85941 0.15 0.31 0.00
C -0.40350 -0.79546 1.92896 -0.60 0.11 -0.92
C -0.73961 0.30758 1.09974 1.51 0.04 0.74
N -1.93452 0.32186 0.27654 0.08 -1.38 1.65
C -3.11725 0.58946 1.07634 -0.44 1.25 -0.36
F -3.65762 1.76945 0.64181 0.04 -0.68 0.20
F -4.07530 -0.34253 0.95702 0.44 0.39 0.06
F -2.85914 0.78568 2.38506 -0.07 -0.31 -0.60
C -2.04632 -0.88511 -0.51399 -0.22 -1.09 -1.41
C -1.91551 -2.18143 0.06382 0.43 1.04 0.75
C -2.02343 -3.36298 -0.65907 -0.19 0.45 -0.73
C -2.27070 -3.28577 -2.06131 0.06 0.29 1.16
C -2.37760 -4.61918 -2.82802 0.07 1.73 0.36
C -3.81037 -5.15109 -3.00915 0.99 -0.96 -0.52
O -3.97832 -6.27329 -3.36615 -0.62 0.69 0.27
F -4.84919 -4.30457 -2.79440 0.91 -0.33 -0.05
C -2.37636 -2.01082 -2.64340 -0.79 0.38 -0.97
C -2.59885 -1.87824 -4.17449 1.18 -0.48 0.02
N -1.41849 -1.16009 -4.73219 -0.31 0.17 0.48
C -0.14600 -1.63472 -4.19279 0.94 -0.13 -0.79
C -2.28996 -0.78990 -1.89878 0.37 -0.26 0.65
C -2.45165 0.60926 -2.53523 -0.87 -0.15 0.42
O -3.74841 0.65078 -3.17920 0.95 -0.17 -0.69
C -3.66615 1.25257 -4.46379 -0.28 0.97 -0.65
C -3.51069 2.82043 -4.36227 0.14 -1.00 -0.37
S -1.55231 -2.19501 1.83774 0.33 0.06 -0.42
H -1.17602 4.23179 -0.99775 0.46 -0.19 0.46
H 3.20702 2.39946 2.41207 -0.77 0.02 -0.09
H 1.85377 3.56341 2.27270 0.03 -0.44 -0.29
H 3.22577 2.15269 -0.24109 -1.05 -0.18 0.49
H 2.45097 4.19305 -1.27878 1.05 0.31 0.55
H 2.61587 5.04825 0.43417 -1.01 -0.47 -0.49
H 2.44503 0.69706 5.48126 0.28 0.26 -0.53
H 2.01248 2.01964 4.38053 0.45 -0.31 -0.08
H 4.23791 2.83343 4.33490 0.18 -0.63 0.12
H 4.58502 1.76234 5.71797 -0.43 0.03 -0.51
H 5.02996 0.98217 2.74887 -0.25 -0.18 0.69
H 5.26844 -0.12811 4.13199 -0.35 0.50 -0.11
H 7.39538 0.77167 4.44978 -0.32 0.52 0.03
H 7.13680 1.74783 2.99325 -0.20 -0.02 0.60
H 6.67686 2.45026 4.58154 0.32 -0.52 -0.20
H 1.81255 -2.64452 3.03645 -0.37 0.32 0.35
H 0.16845 -2.74204 3.69427 0.22 0.58 -0.20
H -1.91985 -4.34453 -0.17168 0.01 0.61 -0.17
H -1.75548 -5.37170 -2.31181 -0.64 0.14 -0.27
H -1.90715 -4.45400 -3.81851 -0.56 -0.50 0.40
H -2.60038 -2.87947 -4.66619 -0.47 0.49 0.53
H -3.53732 -1.35027 -4.40996 0.49 -0.22 0.16
H -1.43076 -1.16441 -5.74508 0.02 -0.17 0.20
H 0.66307 -1.42965 -4.93045 -0.57 -0.03 0.37
H -0.11086 -2.74050 -4.03265 -0.07 0.63 0.15
H 0.16696 -1.09758 -3.27239 -0.44 -0.46 -0.35
H -1.64966 0.83451 -3.26283 -0.33 -0.27 0.39
H -2.49514 1.39440 -1.75282 0.47 -0.64 -0.34
H -4.58606 0.97340 -5.02155 0.37 0.24 0.57
H -2.81729 0.87752 -5.07281 -0.34 -0.15 0.58
H -2.47327 3.09750 -4.63028 -0.47 0.02 0.35
H -4.17379 3.30745 -5.09958 0.19 -0.04 0.60
H -3.73032 3.09851 -3.31717 -0.05 0.21 -0.61



Record 2
84
Properties=species:S:1:pos:R:3:forces:R:3 method="wB97M-V/def2-TZVPD" spin_multiplicity=8 s2=16.02 de_lowest_kcal_mol=28.86 lumo_energy_ev="-0.36 / -3.27" max_force_ev_per_a=3.04 orbital_gap_ev="7.6 / 4.6" e_tot_ev=-108783.2007
Gd 0.13622 -18.57813 0.72726 0.75 0.57 0.50
C 2.74951 -21.24910 1.99384 0.76 -0.83 -2.06
C 3.25983 -20.23079 0.92405 -0.72 0.22 -0.23
N 2.17136 -19.72361 0.02217 0.63 -1.06 0.37
C 2.78409 -18.87738 -0.98782 1.42 -0.13 1.65
C 1.87989 -18.57976 -2.09998 -0.64 0.72 -0.85
N 0.45119 -18.69180 -1.68971 1.20 -1.98 -0.64
C -0.18884 -19.69314 -2.57062 -0.92 -0.46 0.91
C -1.64725 -19.99166 -2.07891 1.29 0.11 -2.74
C -1.77655 -20.99930 -1.02783 -1.49 -0.77 0.64
N -1.38830 -20.53310 0.31906 0.62 -1.28 0.14
C -0.92606 -21.72280 1.07140 -0.55 -0.14 -0.12
C -0.66690 -21.37748 2.49794 0.10 0.33 0.94
N 0.40985 -20.30238 2.66545 -0.95 0.32 1.53
C 1.78661 -20.77456 3.05634 0.41 0.15 1.14
H 3.68476 -21.59281 2.48887 -0.69 0.11 0.00
H 2.37432 -22.15138 1.43058 0.17 0.75 0.55
H 4.04300 -20.65252 0.23339 -0.65 -0.03 0.96
H 3.66138 -19.32744 1.39123 0.14 -0.15 0.24
H 1.82824 -20.54024 -0.49602 -0.31 -0.42 0.03
H 3.66899 -19.39736 -1.36512 0.09 0.18 -0.07
H 3.09490 -17.98675 -0.45900 0.28 0.48 0.06
H 2.16177 -19.29701 -2.89766 -0.73 0.71 0.04
H 2.01131 -17.52186 -2.36407 0.33 -0.42 -0.55
H 0.02578 -17.86956 -1.96727 -1.03 2.18 -0.35
H 0.52800 -20.53666 -2.61594 -1.08 0.08 0.01
H -0.30905 -19.22972 -3.53406 0.25 0.06 -0.74
H -2.19428 -20.33286 -3.01198 0.37 0.30 1.14
H -2.09933 -19.06988 -1.75528 -0.30 0.64 -0.01
H -1.21660 -21.89518 -1.26800 0.17 -0.01 0.03
H -2.85133 -21.25941 -1.01111 0.29 -0.23 0.25
H -2.19448 -20.16788 0.80626 -0.41 0.23 -0.11
H -0.04019 -22.08525 0.60257 0.71 -0.09 -0.46
H -1.64624 -22.57218 0.97912 0.15 0.61 0.31
H -0.43453 -22.28549 3.05491 0.47 -0.06 0.03
H -1.63286 -21.07840 2.94373 0.52 0.58 0.04
H 0.12372 -19.70081 3.50279 0.38 -1.08 -1.53
H 1.71404 -21.60488 3.82549 -0.13 0.89 -0.71
H 2.31590 -19.91147 3.54592 -0.84 -0.56 -0.25
I 2.54609 -16.56562 4.88071 -0.18 0.25 -0.31
C 1.86777 -15.43489 3.23837 -0.40 -0.52 0.19
C 1.67248 -14.05804 3.37724 0.49 -2.15 0.59
C 1.25276 -13.33904 2.34784 -0.16 1.65 -2.15
I 1.27220 -11.24226 2.53509 -0.18 -0.13 0.03
C 1.04773 -13.93674 1.08094 -0.37 0.19 -1.38
C 0.69481 -13.22885 -0.13524 0.70 -0.87 1.93
C 0.45309 -13.96250 -1.23869 -0.52 -1.68 -0.04
C 0.36994 -15.40270 -1.19382 1.19 0.87 1.63
N 0.75631 -16.08988 -0.12193 -0.23 1.29 -1.35
C 1.19384 -15.34173 0.94030 -1.23 -0.28 0.73
C 1.54177 -16.12980 2.07344 1.65 -0.14 1.19
O 1.71623 -17.41625 2.01311 -0.93 -0.45 -0.62
H 1.88509 -13.65466 4.31166 0.32 0.92 1.39
H 0.66274 -12.15188 -0.07940 -0.08 0.08 -0.36
H 0.21229 -13.49891 -2.14732 -0.33 0.62 -1.14
H 0.03331 -15.96174 -2.04313 -0.23 -0.04 -0.41
F -2.64506 -15.57196 -0.99606 1.11 0.07 -0.79
C -2.97235 -15.42141 0.26572 -0.64 -0.68 1.56
F -4.12216 -14.74140 0.24497 -0.85 -0.47 0.21
F -2.14908 -14.59262 0.94444 0.70 -0.49 -0.71
C -2.97353 -16.90376 0.98294 -0.55 1.31 0.30
O -1.89680 -17.61844 0.68123 0.11 0.15 -0.30
C -4.27277 -17.66777 0.53115 0.14 -0.19 2.05
F -4.41373 -17.67821 -0.75161 -0.42 0.62 -1.96
F -4.13221 -18.97797 0.85693 -0.34 0.12 0.50
F -5.41826 -17.19292 1.11822 1.00 -0.54 -0.61
C -3.03552 -16.64427 2.54172 0.64 -1.69 -2.03
F -3.93242 -15.73663 2.80392 -0.44 0.63 1.14
F -1.81264 -16.27591 2.96163 -0.65 -0.11 0.46
F -3.35913 -17.83967 3.13491 0.28 1.13 0.24
O 3.03536 -21.87964 -1.86579 0.00 -0.45 -0.38
C 2.08134 -22.60264 -1.51312 0.05 0.81 0.66
O 0.96056 -22.10958 -1.12922 0.63 -0.89 -0.37
C 2.32459 -24.10341 -1.33167 -0.43 0.67 0.37
C 1.61574 -24.74461 -0.29778 -1.20 1.86 -0.12
C 1.88434 -26.03552 0.05705 1.67 0.13 -1.93
C 2.86339 -26.74528 -0.68397 -0.44 0.41 0.74
C 3.53901 -26.12588 -1.73590 0.16 -0.53 -0.20
C 3.30135 -24.79052 -2.03368 0.00 -0.11 0.13
H 0.79730 -24.13248 0.21377 1.30 -0.99 -0.69
H 1.37346 -26.44386 0.86367 -0.70 -1.01 1.27
H 3.09260 -27.73461 -0.31038 0.15 -0.19 -0.48
H 4.26786 -26.62991 -2.39723 -0.41 -0.04 0.84
H 3.93888 -24.33872 -2.78881 -0.43 0.31 0.09



Record 3
77
Properties=species:S:1:pos:R:3:forces:R:3 method="wB97M-V/def2-TZVPD" spin_multiplicity=4 s2=3.77 de_lowest_kcal_mol=96.71 total_charge=-1 lumo_energy_ev="0.96 / 0.96" max_force_ev_per_a=9.09 orbital_gap_ev="2.9 / 3.5" e_tot_ev=-59266.5167
C -3.83933 -2.44989 -5.30586 -1.17 0.64 0.04
C -3.87696 -1.58280 -3.97835 -0.51 -1.29 -0.41
C -2.38257 -2.39776 -5.79618 -1.06 -0.14 -0.01
C -1.70539 -1.26054 -5.00149 0.32 0.25 -0.49
H -2.40892 -2.19232 -6.85757 0.13 -0.01 -0.25
H -2.00036 -3.40946 -5.65602 0.51 0.41 0.04
C -2.81283 -0.52727 -4.21836 -0.50 -0.53 0.24
H -3.64389 -2.30572 -3.16840 0.10 0.66 -0.26
H -4.89106 -1.18075 -3.81498 0.51 -0.13 0.07
C -2.36353 0.23319 -3.00570 2.52 -0.37 2.31
H -3.27085 0.24839 -4.85430 0.08 -0.25 -0.14
H -1.31530 -0.51522 -5.68974 0.19 0.02 -0.37
C -0.57108 -1.75109 -4.21007 0.11 0.63 0.54
C -4.35544 -3.84395 -5.03970 1.03 -1.16 1.92
C -4.81885 -1.97105 -6.37166 0.79 0.94 -0.53
O -4.64504 -2.04082 -7.57102 0.07 -0.04 0.92
O -3.95157 -4.54208 -4.11987 -0.55 0.69 -1.14
O -5.31869 -4.24387 -5.87685 -0.07 0.07 0.01
O -5.94482 -1.45933 -5.83747 0.16 -0.47 -0.70
C -6.91933 -1.33975 -6.87432 -0.41 0.19 0.04
H -7.80161 -0.95653 -6.37386 -0.16 0.06 -0.16
H -7.10005 -2.32936 -7.31870 -0.05 0.35 0.11
H -6.54679 -0.66281 -7.64900 -0.30 -0.10 0.13
C -5.94921 -5.47173 -5.53735 -0.13 -0.39 0.04
H -5.22736 -6.29076 -5.52823 -0.06 0.10 0.01
H -6.70185 -5.63694 -6.30499 0.04 0.00 0.03
H -6.42230 -5.40261 -4.55442 0.10 0.01 -0.10
O -1.15221 -0.45002 -2.24163 -5.18 -0.40 -7.46
H -3.15749 0.33854 -2.24573 0.06 -0.09 -0.47
H -2.05539 1.24441 -3.32409 0.00 -0.39 0.33
C 0.73280 -1.09405 -4.34944 0.87 0.06 -0.40
C -0.62281 -3.08395 -3.64078 0.33 -1.16 -0.06
H -0.55494 -3.74339 -4.51853 0.01 -0.69 0.27
H -1.54091 -3.35283 -3.09757 0.17 0.13 -0.20
H 0.24682 -3.32455 -3.02069 -0.17 0.21 -0.04
H 1.40981 -1.16819 -3.47829 -0.51 -0.01 -0.20
H 0.66716 -0.03046 -4.63816 -0.01 -0.43 0.08
H 1.22338 -1.65407 -5.17318 0.43 0.42 -0.02
Re -0.19649 -0.28732 -0.69493 2.15 -1.09 0.93
C 1.14388 2.07765 -1.21920 -0.01 1.23 0.50
C 0.00853 1.53408 -1.88629 -0.20 1.08 1.51
C -1.11018 1.51483 -0.90195 1.04 2.70 -0.33
H -0.07620 1.45021 -2.95958 0.07 -0.24 0.18
C -0.55411 1.98808 0.33088 0.26 0.85 -0.51
C 0.77317 2.37653 0.10842 0.58 1.02 -0.96
H 1.39234 2.92195 0.80073 0.18 -0.34 0.29
H 2.10014 2.25864 -1.70767 -0.19 -0.06 0.32
H -2.14566 1.59322 -1.14554 -0.48 -0.22 0.10
H -1.12067 2.08933 1.23943 0.07 0.07 0.19
C -0.00247 -2.28576 0.72893 -0.92 0.09 -0.57
C -0.60096 -1.26159 1.49779 -0.67 -0.34 1.20
C -1.74106 -0.75547 0.81208 -0.46 -1.46 0.20
H -0.32480 -0.99597 2.51129 0.16 0.25 -0.45
C -1.89781 -1.53885 -0.39166 -0.20 -1.44 2.26
C -0.77953 -2.46042 -0.45906 -0.77 -0.36 1.46
H -0.61840 -3.24105 -1.16406 0.01 -0.09 -0.35
H 0.86965 -2.86723 1.00856 -0.07 0.27 -0.21
H -2.42602 -0.00627 1.19415 0.13 -0.16 -0.19
H -2.78108 -1.52020 -1.00212 0.19 0.14 -0.30
O 1.26453 0.61204 2.01086 1.51 -0.84 -0.26
C 2.10886 0.06807 1.26750 -2.06 1.08 -0.11
O 1.84651 -0.38855 0.07809 1.94 0.58 2.02
C 3.47147 -0.00114 1.92852 0.70 -0.29 0.64
C 4.28780 -1.12537 1.84002 0.56 -0.09 0.32
C 5.39318 -1.28218 2.71829 -1.08 1.60 -0.10
C 5.75800 -0.26634 3.61422 0.00 0.04 -0.10
C 4.95580 0.88488 3.68498 -0.76 -1.40 -1.39
C 3.78933 0.97836 2.89529 0.46 0.06 0.31
N 5.26202 1.95630 4.61385 0.21 1.79 1.43
O 6.29881 1.88160 5.31045 -1.93 0.01 -1.40
O 4.45291 2.90964 4.66772 1.74 -1.81 0.01
N 6.13982 -2.51605 2.71831 1.30 -1.98 -0.14
O 5.75593 -3.43591 1.96435 0.75 1.71 1.44
O 7.13247 -2.60293 3.47490 -1.79 0.08 -1.38
H 4.05285 -1.89898 1.11616 0.03 0.04 0.16
H 6.64411 -0.36853 4.23563 -0.29 -0.02 -0.10
H 3.11207 1.80806 3.08800 0.12 -0.24 -0.33